Computed, not measured: a 12-piece molecular cluster, C18H63O21P3 overall at a distorted geometry, with ωB97M-V/def2-TZVPD.

Results
- DFT total energy (eV) = -90553.9580
- total charge = 0
- HOMO (eV) = -9.63
- SMILES = COP(=O)(OC)OC.COP(=O)(OC)OC.COP(=O)(OC)OC.CO.CO.CO.CO.CO.CO.CO.CO.CO
- frontier orbital gap (eV) = 10.00

Last column: Löwdin charge in e.
Geometry (Å):
H  -19.020  34.306  -9.434  -0.006
H  -21.229  27.744  -9.567  0.098
O  -20.616  30.175  -11.287  -0.125
H  -23.274  32.625  -4.491  0.022
H  -21.408  30.987  -9.567  0.063
O  -15.908  33.649  -9.713  -0.232
H  -22.922  33.991  -8.813  0.087
O  -18.193  26.060  -6.241  -0.112
H  -24.400  31.027  -6.327  0.032
H  -22.370  26.444  -5.480  0.091
O  -17.778  27.434  -8.480  -0.122
C  -14.654  32.982  -9.940  -0.086
O  -24.727  27.212  -6.770  -0.223
H  -20.737  31.793  -5.885  0.074
O  -25.287  36.416  -5.746  -0.214
H  -19.589  35.768  -8.025  0.086
H  -17.845  27.486  -4.726  0.082
H  -19.707  29.658  -1.916  0.071
H  -17.447  29.151  -7.618  0.058
H  -24.106  35.456  -4.297  0.071
H  -25.994  30.750  -4.807  0.069
H  -24.725  33.572  -8.800  0.094
C  -23.804  33.716  -8.234  -0.063
C  -26.049  27.607  -6.288  -0.044
H  -19.603  31.124  -3.634  0.065
H  -26.366  31.828  -6.161  0.083
O  -19.517  31.129  -7.451  -0.124
H  -15.393  31.911  -6.375  0.085
H  -25.513  36.344  -3.772  0.093
C  -25.149  35.658  -4.538  -0.091
C  -26.447  37.704  -8.168  -0.048
H  -25.669  34.702  -4.488  0.071
O  -22.939  28.532  -5.619  -0.215
O  -15.555  34.993  -11.817  -0.238
H  -20.438  27.593  -8.019  0.074
O  -19.127  30.418  -1.831  -0.107
O  -22.839  32.940  -3.696  -0.113
P  -16.728  34.301  -10.938  0.470
H  -13.913  33.177  -9.165  0.094
H  -20.799  33.480  -3.973  0.063
H  -17.322  31.062  -11.190  0.090
H  -18.902  34.468  -7.036  0.075
C  -21.338  27.969  -8.506  -0.069
H  -18.098  25.174  -5.885  0.102
H  -21.080  32.084  -10.899  0.076
H  -18.441  29.775  -3.643  0.066
H  -25.790  38.571  -8.229  0.086
C  -21.429  31.082  -10.653  -0.171
H  -17.828  26.938  -7.660  0.006
O  -17.282  31.502  -5.724  -0.139
H  -14.210  33.197  -10.913  0.087
H  -20.622  30.015  -6.074  0.074
H  -17.932  31.425  -3.099  0.084
C  -25.762  31.714  -5.261  -0.124
H  -21.982  34.306  -4.973  0.065
H  -21.537  27.661  -4.464  0.076
C  -16.922  28.543  -8.354  -0.162
H  -20.667  30.282  -12.240  0.084
H  -26.959  37.828  -7.213  0.078
H  -15.891  28.316  -8.081  0.081
H  -13.594  35.675  -11.616  0.091
C  -14.616  35.950  -11.355  -0.093
H  -23.172  27.042  -4.141  0.090
H  -18.438  32.212  -10.464  0.071
H  -18.089  31.174  -6.128  0.020
H  -16.577  31.384  -7.646  0.054
O  -24.407  31.746  -5.690  -0.148
C  -20.647  30.972  -6.596  -0.124
H  -23.553  32.885  -7.575  0.065
H  -25.895  28.524  -5.718  0.068
C  -18.642  26.925  -5.214  -0.135
H  -20.665  34.644  -7.150  0.063
O  -22.490  27.330  -7.916  -0.217
H  -26.783  27.806  -7.069  0.093
H  -21.878  34.599  -3.212  0.079
C  -21.825  33.845  -3.997  -0.192
H  -22.401  30.849  -11.089  0.092
H  -27.198  37.580  -8.948  0.088
C  -22.484  27.372  -4.920  -0.107
H  -21.601  30.979  -7.123  0.060
O  -17.840  35.136  -10.442  -0.217
O  -23.946  34.829  -7.326  -0.236
H  -18.697  31.708  -12.085  0.078
C  -18.737  30.691  -3.132  -0.187
O  -23.920  29.485  -7.797  -0.224
H  -16.681  32.966  -7.153  0.062
O  -19.590  33.845  -8.814  -0.169
H  -19.674  31.887  -8.019  0.044
C  -17.905  31.963  -11.381  -0.070
H  -19.218  26.408  -4.446  0.083
H  -14.856  31.915  -9.850  0.085
O  -25.567  36.505  -8.271  -0.227
O  -26.492  34.488  -7.029  -0.239
H  -14.627  35.968  -10.266  0.091
P  -23.563  28.257  -7.083  0.429
C  -19.726  34.738  -7.697  -0.111
P  -25.398  35.472  -7.066  0.396
H  -26.466  26.821  -5.659  0.091
C  -16.412  31.988  -6.753  -0.138
H  -19.323  27.671  -5.625  0.063
O  -17.104  33.051  -11.892  -0.204
H  -14.900  36.896  -11.814  0.097
H  -21.284  29.050  -8.373  0.052
H  -16.812  29.242  -9.182  0.062
H  -26.062  32.514  -4.585  0.075

---

Computed, not measured: C18H64B4N4O5Zn as an isolated structure at a distorted geometry, with ωB97M-V/def2-TZVPD.

Results
- DFT total energy (eV) = -87017.1986
- total charge = -2
- HOMO (eV) = -3.15
- frontier orbital gap (eV) = 7.43

Last column: Löwdin charge in e.
Geometry (Å):
C  3.395  3.872  -1.039  -0.118
H  -1.971  -1.428  1.975  -0.012
N  -0.105  -3.882  2.266  0.057
H  -3.578  -1.995  1.096  -0.012
H  -2.448  -1.281  -6.690  0.112
O  1.489  -5.038  -0.160  -0.169
O  2.645  4.341  0.060  -0.197
H  -3.494  -1.162  -1.225  -0.003
B  -2.547  -2.332  1.546  -0.423
N  -0.107  2.897  1.985  0.066
C  0.703  -5.728  0.812  -0.180
C  1.829  -0.564  4.171  -0.418
H  -1.665  3.342  -5.425  0.115
H  3.462  -1.941  3.544  0.069
C  0.755  -5.095  2.201  -0.417
H  -0.035  2.502  -5.324  0.108
C  -1.015  2.680  -4.853  -0.204
C  2.861  -4.998  0.089  -0.144
H  -0.037  0.076  -0.263  -0.004
H  1.913  -2.692  3.970  0.068
H  -1.935  3.778  -0.505  0.092
N  0.372  -0.453  3.916  0.050
H  -5.789  -0.076  -6.750  0.083
H  2.084  -1.964  2.466  0.054
H  0.221  -5.576  4.342  0.068
H  2.533  0.750  2.612  0.106
C  1.919  3.321  0.743  -0.182
C  -4.719  -0.079  -6.962  -0.135
H  -1.144  0.819  -4.136  0.117
H  -2.816  -1.209  -2.993  -0.026
H  -2.464  1.405  -6.734  0.098
O  -1.684  3.286  -2.554  -0.138
H  1.767  4.183  3.441  0.063
C  0.221  -5.977  3.329  -0.084
H  0.343  -3.171  1.690  0.036
H  -4.424  0.868  -7.425  0.074
H  4.052  4.707  -1.295  0.078
H  1.183  -6.720  0.887  0.111
H  -0.366  2.135  1.366  0.027
H  1.750  -4.743  2.478  0.111
H  0.014  -1.570  0.726  -0.012
H  0.149  4.672  0.902  0.117
H  2.050  1.507  4.194  0.118
H  0.246  5.121  3.232  0.068
H  0.199  -0.518  2.896  0.001
H  1.370  -0.325  0.949  -0.004
C  -1.189  3.565  -1.269  -0.130
H  -4.560  -0.899  -7.673  0.079
H  5.654  1.366  3.445  0.077
C  -1.886  0.793  -6.036  -0.225
H  1.789  -0.739  5.249  0.125
H  2.583  2.727  1.380  0.108
N  -1.726  1.399  -4.732  -0.034
H  0.064  0.512  4.035  0.059
H  -0.317  -5.831  0.452  0.133
H  -3.358  0.086  0.684  -0.052
H  -0.836  -6.223  3.180  0.075
H  0.739  -6.944  3.405  0.059
C  2.378  -1.814  3.508  -0.075
H  1.521  2.578  0.040  0.119
H  -0.543  0.026  1.545  -0.021
H  -1.996  -2.753  0.621  -0.024
H  -0.921  0.583  -6.530  0.108
C  -2.697  -0.523  -5.931  -0.244
H  3.146  -4.383  0.949  0.075
H  -0.009  4.078  -3.511  0.112
H  -1.904  -0.246  -1.655  -0.026
H  2.779  3.646  -1.913  0.081
C  0.756  3.958  1.469  -0.422
H  -2.628  -3.144  2.381  -0.007
H  -1.954  1.301  0.196  -0.060
H  1.737  5.599  2.421  0.067
H  4.260  2.382  3.100  0.069
H  3.349  -5.972  0.244  0.081
H  -0.464  4.391  -1.244  0.078
B  0.215  -0.417  0.778  -0.442
H  0.132  2.517  -3.010  0.121
H  -1.794  -2.092  -1.541  -0.007
C  -0.642  3.170  -3.460  -0.274
C  1.139  4.735  2.742  -0.074
B  -3.098  1.190  0.439  -0.422
H  -3.622  1.550  -0.548  -0.011
B  -2.515  -1.216  -1.865  -0.396
H  4.037  3.051  -0.705  0.087
C  2.578  0.682  3.699  -0.199
H  -0.709  2.686  -0.823  0.066
H  -0.962  3.199  2.431  0.079
C  4.712  1.735  3.858  -0.126
O  -4.069  -0.294  -5.731  -0.156
H  3.390  -4.559  -0.758  0.083
O  3.906  0.642  4.218  -0.196
H  -2.302  -1.109  -5.093  0.098
H  -3.385  1.838  1.383  -0.028
Zn  -1.908  -0.832  0.146  0.327
H  4.888  2.328  4.762  0.078
H  -0.940  -4.069  1.720  0.017

---

Question: Among the records above, which one has the highest DFT total energy?
Answer: C18H64B4N4O5Zn

---

Question: Which value of HOMO does entry 1 give?
Answer: -9.63 eV